Entry 1:
Molecular formula: C52H42CsF11N3O4SSbSe
Method: DFT, ωB97M-V/def2-TZVPD

```
116
Properties=species:S:1:pos:R:3
Cs -0.220 1.363 -0.235
C 2.625 1.716 7.853
C 1.799 1.901 6.603
C 0.732 2.790 6.579
C -0.006 2.998 5.417
C 0.332 2.297 4.269
C 1.402 1.403 4.272
C 2.123 1.211 5.435
S -0.585 2.485 2.777
O -1.470 3.615 2.983
O 0.424 2.625 1.733
N -1.303 1.122 2.508
C -2.439 0.720 3.181
C -3.038 1.337 4.264
C -4.220 0.831 4.853
C -4.840 -0.288 4.393
C -4.262 -0.971 3.287
C -4.838 -2.145 2.745
C -4.247 -2.776 1.697
C -3.051 -2.229 1.175
N -2.491 -1.144 1.634
C -3.080 -0.492 2.689
H 2.064 1.988 8.749
H 3.524 2.339 7.824
H 2.955 0.681 7.959
H 0.477 3.338 7.481
H -0.824 3.706 5.388
H 1.686 0.884 3.362
H 2.970 0.532 5.428
H -2.614 2.251 4.655
H -4.640 1.371 5.694
H -5.753 -0.663 4.842
H -5.752 -2.530 3.184
H -4.661 -3.681 1.268
H -2.544 -2.728 0.356
F 2.963 7.007 2.242
C 3.451 5.776 1.993
C 3.952 5.452 0.753
F 3.949 6.385 -0.222
C 4.457 4.183 0.517
F 4.936 3.973 -0.729
C 4.496 3.173 1.474
Se 5.178 1.403 1.169
C 3.982 3.562 2.711
F 3.973 2.710 3.751
C 3.467 4.816 2.979
F 2.990 5.117 4.200
F 3.761 -1.990 4.852
C 3.695 -2.819 3.798
F 4.952 -3.077 3.422
F 3.188 -3.972 4.266
C 2.859 -2.247 2.688
C 1.498 -2.077 2.886
C 0.744 -1.543 1.858
N 1.273 -1.195 0.669
C 2.588 -1.356 0.501
C 3.419 -1.877 1.488
H 1.027 -2.335 3.827
H -0.317 -1.365 1.971
H 2.987 -1.039 -0.454
H 4.482 -1.953 1.315
C 3.887 1.380 -2.728
C 2.536 0.773 -3.000
C 1.717 1.380 -4.121
O 2.112 -0.156 -2.347
H 4.466 1.401 -3.658
H 4.425 0.859 -1.938
H 3.758 2.421 -2.410
H 2.053 2.395 -4.351
H 0.657 1.373 -3.847
H 1.866 0.756 -5.014
C -2.931 2.543 -1.591
C -1.766 2.458 -2.607
C -0.839 3.673 -2.363
O -1.093 1.257 -2.517
H -3.482 3.482 -1.708
H -2.539 2.503 -0.572
H -3.622 1.705 -1.715
H -2.206 2.611 -3.612
H -0.441 3.640 -1.344
H -1.398 4.605 -2.488
H -0.003 3.659 -3.066
F -3.570 -7.182 -1.954
C -2.944 -5.984 -2.128
C -3.640 -4.826 -1.854
C -2.988 -3.611 -2.045
C -1.663 -3.524 -2.506
C -1.017 -4.733 -2.764
C -1.645 -5.969 -2.578
Sb -0.876 -1.434 -2.731
C 0.610 -2.101 -4.150
C 1.710 -2.821 -3.663
C 2.738 -3.248 -4.496
C 2.665 -2.923 -5.836
F 3.667 -3.331 -6.663
C 1.624 -2.197 -6.364
C 0.599 -1.788 -5.507
C -2.397 -1.152 -4.243
C -3.233 -0.039 -4.175
C -4.280 0.150 -5.081
C -4.465 -0.794 -6.063
F -5.475 -0.622 -6.962
C -3.670 -1.916 -6.173
C -2.643 -2.091 -5.252
H -4.664 -4.880 -1.506
H -3.553 -2.704 -1.838
H 0.005 -4.740 -3.135
H -1.137 -6.904 -2.781
H 1.790 -3.040 -2.601
H 3.587 -3.803 -4.119
H 1.620 -1.953 -7.419
H -0.220 -1.212 -5.923
H -3.047 0.692 -3.413
H -4.931 1.015 -5.029
H -3.863 -2.636 -6.959
H -2.034 -2.990 -5.315
```

Values from the calculation:
Strongest force on any atom ... 2.9 eV/Å
Lowest unoccupied orbital energy ... 3.552 eV
HOMO ... -2.12 eV
Net charge ... -2
Multiplicity ... 1
Energy relative to the best compared isomer or geometry (same formula, charge and spin) ... 37.5 kcal/mol
E ... -6630.545032 Eh

Entry 2:
Molecular formula: C52H42FeGeIPSSb
Method: DFT, ωB97M-V/def2-TZVPD

```
100
Properties=species:S:1:pos:R:3
Fe 1.274 0.002 0.361
I 3.881 -0.642 -0.239
C 4.999 -1.100 1.522
C 6.320 -1.193 1.170
C 7.306 -1.448 2.140
C 6.930 -1.582 3.437
C 5.570 -1.485 3.820
C 5.263 -1.630 5.194
C 3.985 -1.559 5.657
C 2.955 -1.353 4.732
C 3.194 -1.203 3.382
P 1.681 -1.054 2.421
C 0.534 -2.375 2.827
C 0.582 -3.513 2.019
C -0.241 -4.592 2.300
C -1.119 -4.531 3.373
C -1.183 -3.393 4.167
C -0.357 -2.313 3.900
C 0.925 0.565 2.748
C 1.713 1.658 3.128
C 1.175 2.937 3.119
C -0.140 3.141 2.720
C -0.929 2.065 2.335
C -0.405 0.778 2.343
C 4.532 -1.251 2.862
H 6.623 -1.070 0.140
H 8.341 -1.524 1.841
H 7.667 -1.768 4.207
H 6.084 -1.803 5.879
H 3.761 -1.672 6.707
H 1.934 -1.327 5.094
H 1.271 -3.559 1.182
H -0.191 -5.481 1.686
H -1.753 -5.378 3.599
H -1.864 -3.356 5.006
H -0.406 -1.430 4.525
H 2.737 1.499 3.444
H 1.781 3.775 3.437
H -0.555 4.140 2.732
H -1.960 2.223 2.052
H -1.033 -0.068 2.081
Ge 0.913 2.028 -1.601
C 2.556 2.068 -2.540
C 3.739 2.409 -1.882
C 4.897 2.608 -2.619
C 4.877 2.435 -3.995
C 3.703 2.087 -4.653
C 2.534 1.917 -3.932
C -0.625 2.877 -2.351
C -1.187 2.377 -3.522
C -2.185 3.094 -4.167
C -2.599 4.316 -3.657
C -2.025 4.828 -2.500
C -1.038 4.111 -1.842
H 1.031 2.063 -0.036
H 3.756 2.540 -0.806
H 5.812 2.899 -2.122
H 5.785 2.584 -4.565
H 3.699 1.964 -5.727
H 1.613 1.683 -4.451
H -0.860 1.431 -3.932
H -2.627 2.701 -5.073
H -3.364 4.881 -4.173
H -2.339 5.790 -2.118
H -0.595 4.515 -0.939
S 0.065 -0.363 -1.548
Sb -2.341 -0.574 -1.337
C -3.139 -0.193 -3.223
C -4.402 0.388 -3.279
C -5.005 0.543 -4.522
C -4.351 0.124 -5.670
C -3.091 -0.458 -5.597
C -2.475 -0.627 -4.367
C -2.402 -2.630 -0.943
C -1.738 -3.443 -1.861
C -1.794 -4.819 -1.703
C -2.508 -5.369 -0.647
C -3.165 -4.552 0.259
C -3.118 -3.171 0.120
C -3.248 0.718 0.034
C -3.713 0.292 1.279
C -4.406 1.190 2.078
C -4.635 2.489 1.639
C -4.163 2.907 0.403
C -3.465 2.024 -0.410
H -4.920 0.711 -2.385
H -5.990 0.985 -4.587
H -4.831 0.241 -6.632
H -2.594 -0.791 -6.498
H -1.493 -1.084 -4.311
H -1.187 -3.023 -2.693
H -1.293 -5.461 -2.414
H -2.563 -6.444 -0.540
H -3.734 -4.985 1.071
H -3.660 -2.554 0.821
H -3.546 -0.714 1.636
H -4.780 0.869 3.041
H -5.191 3.175 2.263
H -4.351 3.916 0.061
H -3.126 2.347 -1.388
```

Values from the calculation:
Strongest force on any atom ... 0.9 eV/Å
Lowest unoccupied orbital energy (spin up / spin down) ... -8.128 / -8.742 eV
HOMO (spin up / spin down) ... -15.14 / -15.18 eV
Net charge ... +3
Multiplicity ... 5
E ... -6623.944693 Eh

- Among the records above, which one has the highest net charge?
  C52H42FeGeIPSSb

- Which value of net charge does entry 1 give?
  -2

- What is the formula in the second record?
  C52H42FeGeIPSSb